Entry 1:
This record from the OMol25 dataset describes C42H41Cl5N4OPdTe as an isolated structure at a distorted geometry. The level of theory is ωB97M-V with the def2-TZVPD basis set.

Output
<S²> = 0.75
HOMO-LUMO gap (alpha / beta) = 5.843 / 4.759 eV
total energy = -125607.6361 eV
M = 1029.10 g mol⁻¹
HOMO level (alpha / beta) = -9.15 / -9.15 eV
total charge = +1
ΔE to the lowest compared entry with this formula, charge and spin = 114.7 kJ/mol
2S+1 = 2
LUMO energy (alpha / beta) = -3.31 / -4.39 eV

Last column: Mulliken charge in e.
Cartesian coordinates (Å):
1 Pd 0.223593 -3.243196 -1.060097  0.161
2 C -1.451911 -7.032839 -2.264939  -1.072
3 C -1.734093 -7.621700 -1.047027  -0.493
4 C -1.552559 -6.892779 0.120983  -0.930
5 C -1.082722 -5.596813 0.032131  0.528
6 N -0.798816 -5.040147 -1.159231  0.423
7 C -0.977621 -5.730203 -2.286642  -0.052
8 C -0.855915 -4.715177 1.208896  0.728
9 C -1.252950 -5.041806 2.494348  -0.931
10 C -0.999553 -4.153421 3.527667  -0.647
11 C -0.355810 -2.959613 3.251815  -0.910
12 C 0.002829 -2.692588 1.942823  0.020
13 N -0.241579 -3.545939 0.950398  0.360
14 H -1.577505 -7.570140 -3.193562  0.480
15 H -2.089839 -8.641808 -0.998131  0.441
16 H -1.765282 -7.337917 1.081336  0.387
17 H -0.723886 -5.223758 -3.210416  0.329
18 H -1.766651 -5.970865 2.690519  0.399
19 H -1.306902 -4.393151 4.536508  0.461
20 H -0.144772 -2.239936 4.029009  0.420
21 H 0.494391 -1.769204 1.661493  0.409
22 Cl -1.899867 1.186289 -2.697337  -0.143
23 C -0.235622 0.761556 -2.735783  1.562
24 C 0.236611 -0.214301 -1.844916  -2.102
25 C 1.599063 -0.503211 -1.901157  0.506
26 Cl 2.212397 -1.616298 -0.708774  -0.074
27 C 2.453131 0.022825 -2.858241  0.425
28 Cl 4.102614 -0.442961 -2.902199  -0.170
29 C 1.944435 0.932558 -3.779061  0.034
30 Cl 2.965713 1.593638 -4.987676  -0.160
31 C 0.606288 1.322369 -3.690859  0.265
32 Cl -0.004814 2.498540 -4.782371  -0.109
33 C -2.516461 -1.319508 0.345678  -1.418
34 C -1.359713 -0.481406 -0.131432  -1.089
35 O -1.242231 0.676492 0.370613  -0.275
36 N -0.612024 -1.009015 -1.084916  1.389
37 Te 0.835554 1.900823 1.146725  1.094
38 C 1.065100 2.847180 3.026315  0.017
39 C 0.503916 2.259429 4.159682  0.885
40 C -0.291404 0.977668 4.138807  -1.537
41 C 0.664338 2.897730 5.387873  -0.828
42 C 1.361987 4.087067 5.507033  0.686
43 C 1.525429 4.768903 6.835781  -1.594
44 C 1.923211 4.640841 4.357922  -0.934
45 C 1.790099 4.048068 3.113665  0.680
46 C 2.429985 4.700877 1.919835  -1.359
47 C -0.138889 3.457312 0.142183  1.042
48 C -1.375195 3.898728 0.625699  0.678
49 C -1.968321 3.424729 1.924788  -1.423
50 C -2.069649 4.830981 -0.134964  -0.960
51 C -1.577484 5.314276 -1.340038  0.567
52 C -2.367369 6.286183 -2.170180  -1.628
53 C -0.334896 4.870201 -1.773196  -0.768
54 C 0.406448 3.943618 -1.052233  0.904
55 C 1.773910 3.574075 -1.559209  -1.965
56 H -2.722052 -1.130487 1.398104  0.349
57 H -2.346967 -2.379408 0.167037  0.150
58 H -3.394617 -1.018530 -0.229216  0.363
59 H -0.316628 0.504158 3.155445  -0.281
60 H -1.326108 1.164332 4.431376  0.366
61 H 0.129703 0.267415 4.852423  0.553
62 H 0.223859 2.448268 6.271312  0.381
63 H 0.990054 4.240179 7.622107  0.363
64 H 1.150108 5.791928 6.792873  0.363
65 H 2.578888 4.820208 7.114759  0.357
66 H 2.490402 5.561572 4.438958  0.444
67 H 3.146468 5.456056 2.237267  0.476
68 H 1.681343 5.186106 1.290399  0.255
69 H 2.966081 3.974637 1.304631  0.205
70 H -1.889900 2.341689 2.024803  0.035
71 H -3.024775 3.682673 1.972040  0.479
72 H -1.466825 3.892917 2.775426  0.300
73 H -3.034274 5.175457 0.219870  0.375
74 H -3.267976 6.611326 -1.652787  0.371
75 H -2.664054 5.825146 -3.113847  0.321
76 H -1.771364 7.166987 -2.411041  0.382
77 H 0.070026 5.246872 -2.705651  0.490
78 H 1.832462 3.720380 -2.635921  0.485
79 H 2.043658 2.537733 -1.347223  0.184
80 H 2.533275 4.213531 -1.105060  0.455
81 C 2.751819 -4.719995 -2.353166  -1.469
82 C 1.762097 -4.122067 -3.310282  0.119
83 C 1.728507 -4.234548 -4.677285  -0.895
84 C 0.589826 -3.521838 -5.133254  -0.776
85 C -0.037006 -2.991392 -4.031825  0.081
86 C -1.321582 -2.219974 -3.976795  -1.282
87 N 0.692829 -3.341998 -2.914187  1.632
88 H 2.845878 -5.794984 -2.514365  0.372
89 H 2.458229 -4.567721 -1.313465  0.154
90 H 3.744641 -4.283525 -2.479829  0.316
91 H 2.450354 -4.767046 -5.276872  0.538
92 H 0.259761 -3.401368 -6.153463  0.542
93 H -2.108674 -2.746602 -4.519183  0.431
94 H -1.221988 -1.235862 -4.439764  0.249
95 H -1.654214 -2.075483 -2.950285  0.058

Cartesian forces (eV/Å) of the 2 atoms listed first:
Pd -1.034 -0.408 0.946
C -0.031 0.032 0.003

Entry 2:
This record from the OMol25 dataset describes C42H41NO2P2S2W as an isolated structure at a distorted geometry. The level of theory is ωB97M-V with the def2-TZVPD basis set.

Output
<S²> = 2.08
HOMO-LUMO gap (alpha / beta) = 5.567 / 5.184 eV
total energy = -91848.3292 eV
M = 901.72 g mol⁻¹
HOMO level (alpha / beta) = -12.76 / -12.51 eV
total charge = +2
ΔE to the lowest compared entry with this formula, charge and spin = 779.2 kJ/mol
2S+1 = 3
LUMO energy (alpha / beta) = -7.20 / -7.32 eV

Last column: Mulliken charge in e.
Cartesian coordinates (Å):
1 W -3.616402 -3.480894 -1.065053  0.629
2 C -0.662146 -0.257411 -2.400249  -0.589
3 C -1.588787 -0.822359 -3.244058  -0.643
4 C -1.337432 -2.001613 -4.118943  0.648
5 C -0.394642 -3.094545 -3.603265  -2.418
6 C -0.509254 -3.495579 -2.185084  1.478
7 C 0.260917 -2.914023 -1.227176  -0.618
8 C 1.173906 -1.866574 -1.585434  0.290
9 C 0.761816 -0.649885 -2.459927  -1.128
10 C -4.345690 -3.027051 0.694398  -1.030
11 H -0.917652 0.685254 -1.880198  0.533
12 H -2.592050 -0.679216 -2.874215  0.561
13 H -0.986594 -1.577038 -5.062336  0.456
14 H -2.237178 -2.532747 -4.435722  -0.478
15 H -0.558511 -4.016001 -4.182438  0.579
16 H 0.633416 -2.751629 -3.743756  0.902
17 H -0.838631 -4.510877 -2.056152  -0.528
18 H 0.305197 -3.347252 -0.216028  0.445
19 H 2.134862 -2.281418 -1.962344  0.515
20 H 1.307166 -1.353249 -0.391028  -0.275
21 H 1.346392 0.186450 -2.041476  0.481
22 H 1.076571 -0.828242 -3.510782  0.637
23 H -4.380719 -1.951515 0.712301  0.458
24 H -4.082998 -3.469070 1.650828  0.393
25 H -5.163561 -3.530161 0.101434  0.375
26 P -5.037123 -2.866757 -2.693954  0.810
27 P -3.232156 -5.602584 -1.440868  1.008
28 C -3.754985 -3.882979 -3.684214  -1.566
29 C -3.188992 -5.077372 -3.268359  -0.575
30 C -6.584771 -3.814575 -2.921213  0.318
31 C -6.803306 -4.443744 -4.163560  -0.197
32 C -7.892006 -5.309498 -4.361771  -0.719
33 C -8.819917 -5.504834 -3.323546  -0.495
34 C -8.712718 -4.739760 -2.157280  -0.710
35 C -7.621305 -3.886064 -1.969279  -0.085
36 C -5.440025 -1.335928 -3.599355  0.514
37 C -4.483107 -0.735210 -4.401083  0.059
38 C -4.738942 0.272500 -5.306124  -0.752
39 C -6.039625 0.754343 -5.417459  -0.720
40 C -7.021608 0.242827 -4.572338  -0.629
41 C -6.729957 -0.786569 -3.677439  -1.065
42 C -4.275054 -7.080824 -1.424517  0.828
43 C -5.690636 -7.018320 -1.437805  0.249
44 C -6.529109 -8.141053 -1.344283  -0.720
45 C -5.983322 -9.427109 -1.276045  -0.478
46 C -4.597282 -9.547323 -1.259095  -1.065
47 C -3.789928 -8.406349 -1.286440  -0.465
48 C -1.644113 -6.411386 -1.158143  -0.265
49 C -1.196949 -6.439941 0.163458  -0.163
50 C 0.093577 -6.889658 0.427151  -0.814
51 C 0.918961 -7.327723 -0.619601  -0.597
52 C 0.389152 -7.488218 -1.900174  -0.799
53 C -0.910112 -7.068898 -2.160472  0.244
54 H -3.601107 -3.567087 -4.731050  1.350
55 H -2.852429 -5.911106 -3.902630  0.441
56 H -6.136528 -4.276044 -5.021682  0.392
57 H -8.032299 -5.833858 -5.323316  0.432
58 H -9.631555 -6.232635 -3.445025  0.446
59 H -9.500955 -4.815135 -1.408374  0.415
60 H -7.610563 -3.252777 -1.088806  0.477
61 H -3.458235 -1.065466 -4.431325  0.000
62 H -3.919817 0.617712 -5.932358  0.465
63 H -6.266519 1.509371 -6.157033  0.417
64 H -8.035664 0.621908 -4.671349  0.423
65 H -7.511633 -1.203138 -3.063669  0.464
66 H -6.148163 -6.018565 -1.479168  0.003
67 H -7.618837 -8.011522 -1.303756  0.425
68 H -6.630192 -10.288402 -1.215018  0.428
69 H -4.170705 -10.555252 -1.196018  0.406
70 H -2.730505 -8.587985 -1.130782  0.292
71 H -1.857983 -6.119535 0.964041  0.506
72 H 0.448017 -6.883895 1.451077  0.448
73 H 1.962405 -7.560165 -0.416969  0.451
74 H 1.007042 -7.933901 -2.688618  0.425
75 H -1.343135 -7.285328 -3.132510  0.352
76 O 2.981101 0.854101 -0.365579  -0.552
77 S 2.443134 0.332195 0.856759  1.102
78 O 3.178036 -0.522752 1.742492  -0.566
79 N 0.983536 -0.592009 0.374221  -0.125
80 C -0.162601 -0.251402 0.813496  -0.022
81 S -1.770466 -1.626293 -0.458398  -0.283
82 C 0.027803 0.914673 1.770300  0.254
83 C -0.827547 1.576795 2.656016  -0.552
84 C -0.443010 2.803290 3.220101  -0.465
85 C 0.771048 3.414337 2.873872  -0.562
86 C 1.712646 2.693413 2.110526  -0.538
87 C 1.347199 1.428977 1.662035  0.289
88 H -1.777286 1.125924 2.937638  0.465
89 H -1.084382 3.334100 3.933816  0.386
90 H 1.006318 4.441422 3.190051  0.411
91 H 2.680461 3.116633 1.844739  0.474

Cartesian forces (eV/Å) of the 2 atoms listed first:
W 3.968 4.882 3.370
C -0.790 0.149 -1.569

Question: Look up the M of the second one.
Answer: 901.72 g mol⁻¹